Entry 1:
Below is C25H20N3NaO2S as an isolated structure in a non-equilibrium geometry, with properties calculated with wB97M-V/def2-TZVPD.

Structure (XYZ):
```
52
Properties=species:S:1:pos:R:3
Na 0.6804 -1.3459 -1.1139
C -2.6989 -1.3290 1.5378
C -1.8033 -0.2981 0.8306
O -1.4887 -1.0581 -1.4759
C -0.9956 0.4789 1.6027
C 0.3192 1.0165 1.1857
C 0.7105 2.4058 1.5939
N 1.1890 0.1960 0.5712
N 2.4434 0.5901 0.5386
C 3.2121 -0.3667 0.0177
O 2.8025 -1.3125 -0.7107
C 4.6417 -0.1960 0.0283
C 5.3541 -1.3129 -0.3999
C 6.7393 -1.3756 -0.2726
C 7.4728 -0.2402 0.0514
C 6.7879 0.9189 0.3962
C 5.3722 0.9126 0.4514
H -2.2996 -1.4791 2.5627
H -2.8742 -2.2809 1.0323
H -3.7099 -0.9580 1.6144
H -1.3391 0.7835 2.5690
H 0.6656 2.5069 2.6582
H 0.0282 3.1482 1.1401
H 1.7171 2.6343 1.2291
H 4.8031 -2.1515 -0.8372
H 7.2124 -2.2694 -0.5555
H 8.5438 -0.1826 -0.1600
H 7.2727 1.8796 0.6634
H 4.9340 1.8575 0.8389
S -4.0686 0.3568 -0.7712
C -3.6116 1.9956 -0.5467
C -4.4834 2.9856 -0.2865
C -4.0397 4.3184 -0.3305
C -2.6736 4.5650 -0.5855
C -1.8155 3.5694 -1.0336
C -2.2186 2.2568 -0.8858
N -1.4167 1.1909 -1.1503
C -1.9407 0.0431 -0.5942
C -1.9416 -2.3216 -1.1698
C -3.2303 -2.7225 -1.4766
C -3.5905 -4.0924 -1.2976
C -2.7041 -4.9939 -0.6982
C -1.4112 -4.5521 -0.4283
C -1.0074 -3.2274 -0.6150
H -5.5165 2.7491 0.0669
H -4.6998 5.0853 0.0628
H -2.3631 5.5768 -0.4878
H -0.7885 3.7464 -1.3619
H -3.9730 -2.0313 -1.8166
H -4.5421 -4.4933 -1.6831
H -3.0012 -5.9689 -0.4229
H -0.6550 -5.2078 -0.0755
```

The calculation puts the HOMO energy at -0.025 hartree. The total charge is -2. The energy relative to the best compared isomer or geometry (same formula, charge and spin) is 2.256 eV. As for the largest force on an atom: 0.0947 hartree/bohr. The HOMO-LUMO gap is 4.657 eV. The value obtained for the lowest unoccupied orbital energy is 0.1459 Ha.

Atomic partial charges in e from the natural (NBO) method, atoms 1 to 6: atom 1 (Na): 0.864, atom 2 (C): -0.657, atom 3 (C): -0.057, atom 4 (O): -0.602, atom 5 (C): -0.222, atom 6 (C): 0.223

Entry 2:
Below is C22H31PtS2SbTe as an isolated structure, with properties calculated with wB97M-V/def2-TZVPD.

Structure (XYZ):
```
58
Properties=species:S:1:pos:R:3
Pt -0.5982 0.2328 -0.7890
C 3.8446 -0.9026 0.0872
C 2.4733 -0.7600 -0.5395
S 1.2262 -0.2014 0.5494
C 2.1945 -1.0499 -1.8095
C 3.2029 -1.6079 -2.7821
S 0.6166 -0.7662 -2.4901
H 3.8058 -0.6559 1.1483
H 4.5722 -0.2384 -0.3835
H 4.2128 -1.9268 0.0034
H 4.1076 -1.9475 -2.2816
H 3.4855 -0.8539 -3.5213
H 2.7710 -2.4485 -3.3289
Te -1.8114 -2.1344 0.6741
C -3.7358 -2.9886 1.0292
C -4.0037 -4.3043 0.6595
C -5.2459 -4.8687 0.9272
C -6.2270 -4.1216 1.5645
C -5.9680 -2.8069 1.9290
C -4.7256 -2.2437 1.6665
C -2.5066 -1.1742 -1.1133
C -2.5081 -1.9024 -2.3258
C -3.1438 -1.4059 -3.4356
C -3.7775 -0.1550 -3.3925
C -3.7737 0.5785 -2.2341
C -3.1474 0.0759 -1.0744
H -3.2415 -4.8896 0.1600
H -5.4456 -5.8931 0.6387
H -7.1909 -4.5641 1.7816
H -6.7311 -2.2208 2.4266
H -4.5230 -1.2208 1.9614
H -2.0052 -2.8589 -2.3693
H -3.1543 -1.9866 -4.3491
H -4.2821 0.2258 -4.2712
H -4.2678 1.5415 -2.1969
H -3.2806 0.5907 -0.1350
C -2.2447 4.8038 -0.9597
C -1.9060 4.2838 0.4382
Sb -0.6166 2.5645 0.4079
C 1.1312 3.5172 -0.3846
C 1.3363 3.2961 -1.8835
C -0.0356 2.6505 2.4640
C -1.1538 2.2152 3.4115
H -2.8536 5.7084 -0.9057
H -2.8022 4.0629 -1.5356
H -1.3424 5.0490 -1.5229
H -2.8113 4.0261 0.9902
H -1.3547 5.0241 1.0210
H 1.9617 3.0971 0.1852
H 1.0536 4.5806 -0.1451
H 1.3072 2.2340 -2.1341
H 2.3025 3.6898 -2.2067
H 0.5622 3.7928 -2.4726
H 0.2640 3.6844 2.6483
H 0.8436 2.0158 2.5711
H -2.0268 2.8671 3.3284
H -0.8216 2.2448 4.4510
H -1.4757 1.1934 3.1982
```

The calculation puts the HOMO energy (spin up / spin down) at -0.244 / -0.244 hartree. The total charge is 0. The energy relative to the best compared isomer or geometry (same formula, charge and spin) is 1.855 eV. As for the largest force on an atom: 0.0175 hartree/bohr. The HOMO-LUMO gap (spin up / spin down) is 5.979 / 5.980 eV. The value obtained for the lowest unoccupied orbital energy (spin up / spin down) is -0.0238 / -0.0237 Ha.

Atomic partial charges in e from the natural (NBO) method, atoms 1 to 6: atom 1 (Pt): 0.359, atom 2 (C): -0.639, atom 3 (C): -0.230, atom 4 (S): -0.080, atom 5 (C): -0.190, atom 6 (C): -0.641

Entry 3:
Below is a 13-piece molecular cluster, BH28O12 overall in a non-equilibrium geometry, with properties calculated with wB97M-V/def2-TZVPD.

Structure (XYZ):
```
41
Properties=species:S:1:pos:R:3
B -0.4260 -0.2323 0.3710
H 0.1337 -0.8968 1.1099
H -1.0210 0.6031 0.8489
H 0.3475 0.1801 -0.3661
H -1.1287 -0.9072 -0.2322
O -0.3578 -3.2399 1.2072
H -0.2142 -2.2733 1.2041
H -1.2801 -3.3505 1.4557
O 3.1382 1.8622 -2.5266
H 2.5791 1.0971 -2.3474
H 4.0288 1.5040 -2.5662
O -1.1166 -0.0951 3.2546
H -1.3865 -1.0159 3.2007
H -0.9376 0.1648 2.3241
O 1.7070 -0.8182 -3.2695
H 1.3515 -1.4420 -3.9115
H 1.9508 -1.3674 -2.5062
O 2.0896 -1.8539 2.7500
H 3.0210 -1.9775 2.5443
H 1.7737 -1.2391 2.0770
O -2.9226 -2.4864 -1.2651
H -2.1227 -1.9639 -1.1078
H -3.5314 -1.8699 -1.6830
O -3.2164 1.3669 1.0309
H -3.8407 0.7411 1.4084
H -2.4149 0.8094 0.8538
O 2.2568 -1.3963 -0.5576
H 2.4688 -2.1199 0.0413
H 1.4153 -1.0289 -0.1904
O -2.5750 3.1243 -1.0462
H -2.4065 2.3933 -1.6470
H -2.8325 2.7067 -0.2116
O 3.0594 1.3004 1.6758
H 2.4197 1.6271 1.0287
H 2.5799 1.3100 2.5096
O -1.4019 1.4072 -2.8797
H -0.7430 0.9622 -3.4163
H -1.1107 1.2395 -1.9736
O 0.5410 2.5817 0.7995
H -0.1467 2.9374 1.3697
H 0.2718 1.6556 0.6388
```

The calculation puts the HOMO energy at -0.285 hartree. The total charge is -1. The energy relative to the best compared isomer or geometry (same formula, charge and spin) is 1.057 eV. As for the largest force on an atom: 0.0347 hartree/bohr. The HOMO-LUMO gap is 10.400 eV. The value obtained for the lowest unoccupied orbital energy is 0.0970 Ha.

Atomic partial charges in e from the natural (NBO) method, atoms 1 to 6: atom 1 (B): -0.737, atom 2 (H): -0.063, atom 3 (H): -0.076, atom 4 (H): -0.007, atom 5 (H): -0.023, atom 6 (O): -0.969

Entry 4:
Below is the molecule C5H7NS in a non-equilibrium geometry, with properties calculated with wB97M-V/def2-TZVPD.

Structure (XYZ):
```
14
Properties=species:S:1:pos:R:3
C 1.0116 0.1122 -0.1838
C -1.9179 -0.4843 0.7785
C -1.3346 0.3718 -0.3764
C -1.5031 -1.0422 -0.5406
C 2.3773 0.8833 -0.0111
N -0.0174 0.9298 -0.4075
S 1.0975 -1.5850 -0.0038
H -1.3336 -0.9128 1.6586
H -3.0196 -0.6361 1.0320
H -1.9725 1.0164 -0.9175
H -1.5056 -1.8568 -1.2023
H 3.0738 0.8947 -0.9074
H 2.9253 0.4081 0.8360
H 2.1188 1.9009 0.2452
```

The calculation puts the HOMO energy at -0.312 hartree. The total charge is 0. The energy relative to the best compared isomer or geometry (same formula, charge and spin) is 4.243 eV. As for the largest force on an atom: 0.0583 hartree/bohr. The HOMO-LUMO gap is 7.135 eV. The value obtained for the lowest unoccupied orbital energy is -0.0499 Ha.

Atomic partial charges in e from the natural (NBO) method, atoms 1 to 6: atom 1 (C): 0.108, atom 2 (C): -0.507, atom 3 (C): -0.145, atom 4 (C): 0.079, atom 5 (C): -0.652, atom 6 (N): -0.499

Entry 5:
Below is the molecule C4H4O in a non-equilibrium geometry, with properties calculated with wB97M-V/def2-TZVPD.

Structure (XYZ):
```
9
Properties=species:S:1:pos:R:3
C -1.0229 0.2577 -0.2025
C 1.1955 0.6833 0.3170
C -2.2104 -0.1701 0.0234
C 2.2614 -0.1018 0.0451
O 0.0345 0.8296 -0.2951
H -2.6867 -0.0171 0.9730
H -2.8615 -0.6955 -0.6549
H 2.0909 -0.8033 -0.8620
H 3.1992 0.0172 0.6560
```

The calculation puts the HOMO energy (spin up / spin down) at -0.276 / -0.299 hartree. The total charge is 0. The energy relative to the best compared isomer or geometry (same formula, charge and spin) is 6.132 eV. As for the largest force on an atom: 0.0872 hartree/bohr. The HOMO-LUMO gap (spin up / spin down) is 7.410 / 8.532 eV. The value obtained for the lowest unoccupied orbital energy (spin up / spin down) is -0.0038 / 0.0147 Ha.

Atomic partial charges in e from the natural (NBO) method, atoms 1 to 6: atom 1 (C): 0.504, atom 2 (C): 0.105, atom 3 (C): -0.583, atom 4 (C): -0.587, atom 5 (O): -0.346, atom 6 (H): 0.228

Entry 6:
Below is an isolated ion of composition C4H11N2S and charge -1 in a non-equilibrium geometry, with properties calculated with wB97M-V/def2-TZVPD.

Structure (XYZ):
```
18
Properties=species:S:1:pos:R:3
N 0.5794 2.8148 0.9327
C 1.7204 1.9096 0.8148
N 1.6018 0.9970 -0.2963
C 0.3642 0.8898 -1.0595
C -0.7283 0.0153 -0.4374
C -0.4781 -1.4732 -0.6428
S -1.5729 -2.5800 0.2385
H -0.2785 2.3092 0.7479
H 0.4880 3.1519 1.8825
H 1.8951 1.3311 1.7311
H 2.6118 2.5496 0.7085
H 1.9668 0.0768 -0.1268
H 0.5252 0.5613 -2.0849
H 0.0201 1.9165 -1.2566
H -0.7580 0.2229 0.6344
H -1.6957 0.3313 -0.8255
H 0.5631 -1.6227 -0.3640
H -0.3671 -1.6204 -1.7308
```

The calculation puts the HOMO energy at -0.085 hartree. The total charge is -1. The energy relative to the best compared isomer or geometry (same formula, charge and spin) is 1.158 eV. As for the largest force on an atom: 0.0245 hartree/bohr. The HOMO-LUMO gap is 5.929 eV. The value obtained for the lowest unoccupied orbital energy is 0.1324 Ha.

Atomic partial charges in e from the natural (NBO) method, atoms 1 to 6: atom 1 (N): -0.854, atom 2 (C): -0.020, atom 3 (N): -0.662, atom 4 (C): -0.232, atom 5 (C): -0.430, atom 6 (C): -0.528

What is the formula in the first record? C25H20N3NaO2S

What is the total charge in the third record? -1

What is the energy relative to the best compared isomer or geometry (same formula, charge and spin) in the sixth record? 1.158 eV